No. 1
The following is a quantum chemistry calculation of a structure of composition C5H6LiO4Tb, from OMol25.

Summary:
Energy relative to the best compared isomer or geometry (same formula, charge and spin) ... 0.00 kJ/mol
LUMO level (alpha / beta) ... -10.1 / -8.9 eV
Kohn-Sham gap (alpha / beta) ... 6.15 / 7.40 eV
HOMO (alpha / beta) ... -16.274 / -16.277 eV

```
! wB97M-V def2-TZVPD RIJCOSX def2/J DEFGRID3
* xyz 2 7
O 0.09958 -1.67862 2.71428
C -0.69889 -1.07815 1.95346
O -1.84315 -1.51056 1.67409
O -0.28299 0.11484 1.48633
C -0.88214 0.63834 0.30155
Li -1.32561 -3.01859 2.83528
H -0.68760 1.71866 0.32921
H -1.96966 0.58105 0.43106
C -0.73714 -0.14215 -1.27833
C 0.63127 0.11836 -0.94036
H -1.10560 -1.16593 -1.14686
H -1.11635 0.49597 -2.08875
Tb 3.39473 0.92927 0.29722
O 2.31595 1.92703 -1.07965
C 1.46634 1.03648 -1.61404
H 1.01160 1.51182 -2.49786
H 1.72965 -0.47784 -1.37664
*
```

Results of the Löwdin charge analysis, in e, for atoms 1 through 8: -0.05, -0.79, -0.04, -0.01, -0.06, 0.86, 0.15, 0.15

No. 2
The following is a quantum chemistry calculation of a structure of composition C5H6MnN2O4, from OMol25.

Summary:
LUMO level (alpha / beta) ... -9.6 / -12.0 eV
Kohn-Sham gap (alpha / beta) ... 7.78 / 5.33 eV
HOMO (alpha / beta) ... -17.425 / -17.379 eV

```
! wB97M-V def2-TZVPD RIJCOSX def2/J DEFGRID3
* xyz 2 6
O 0.00292 2.86206 -1.02786
C -0.02050 1.70824 -0.82545
Mn -0.05207 0.00622 -0.21303
C 1.44151 -0.81267 -0.75743
C -1.53489 -0.82792 -0.78115
O 2.42954 -1.40383 -0.97505
O -2.50780 -1.43238 -1.01959
C -0.43252 -2.08947 4.25369
N 0.50167 -1.02681 3.91271
C 0.61225 -0.49152 2.68330
N 1.51055 0.53856 2.55316
O -0.04363 -0.90408 1.68751
H -0.98221 -2.37364 3.35162
H -1.14379 -1.75252 5.01800
H 0.09893 -2.95991 4.65805
H 1.06506 -0.62451 4.65974
H 1.61219 1.00165 1.65654
H 1.99531 0.86802 3.37055
*
```

Results of the natural (NBO) charge analysis, in e, for atoms 1 through 8: -0.19, 0.39, 1.16, 0.39, 0.41, -0.20, -0.19, -0.43

No. 3
The following is a quantum chemistry calculation of the ion C5H6N with charge +1, from OMol25.

Summary:
Energy relative to the best compared isomer or geometry (same formula, charge and spin) ... 613.67 kJ/mol
LUMO level (alpha / beta) ... -5.9 / -5.9 eV
Kohn-Sham gap (alpha / beta) ... 8.50 / 8.50 eV
HOMO (alpha / beta) ... -14.405 / -14.404 eV

```
! wB97M-V def2-TZVPD RIJCOSX def2/J DEFGRID3
* xyz 1 1
C 0.24992 -0.36064 -1.75634
C -0.18790 0.96386 -1.68534
C 0.00068 0.14553 0.80638
C 0.15178 -1.43754 0.39307
C -0.23067 1.13277 -0.18578
N 0.33438 -1.34803 -1.01151
H 0.51867 1.71909 -1.94868
H -1.17446 1.37550 -2.27483
H -0.64559 0.18687 1.63988
H 1.02564 0.71069 1.06066
H 0.97894 -1.75094 0.96834
H -0.71988 -2.01305 0.62687
*
```

Results of the natural (NBO) charge analysis, in e, for atoms 1 through 8: 0.52, -0.70, -0.61, -0.22, 0.38, -0.27, 0.34, 0.38

Number 1: total energy -1326.29205 Ha. Number 2: total energy -1754.86801 Ha. Number 3: total energy -248.38196 Ha.